No. 1
C40H109Cd2N2NaO22S | ωB97M-V with the def2-TZVPD basis set

Results
Orbital gap = 8.731 eV
E_HOMO = -0.315 hartree

The geometry in XYZ format:
```
177
Properties=species:S:1:pos:R:3:lowdin_charge:R:1
H 4.68 4.50 -4.56 0.0930
H -1.47 -2.31 1.04 0.0491
H 3.02 -4.98 -2.33 0.1076
H -2.50 -1.29 4.77 0.0579
H 5.32 2.38 -4.32 0.1311
H 5.53 2.67 -2.54 0.1163
H 0.40 -5.24 3.31 0.0534
H -1.48 3.81 -2.31 0.0592
H -3.55 -3.90 3.36 0.0744
H -1.19 -7.35 0.86 0.0687
Cd 1.92 2.20 -0.91 1.4531
O -0.57 -1.01 -4.44 -0.1340
H 4.21 -0.57 1.00 0.0939
O 0.15 -6.06 2.88 -0.0753
O -0.60 3.99 1.07 -0.1635
C -0.67 6.41 0.70 -0.0694
Cd -1.05 0.29 -2.36 1.4655
C 3.27 -2.84 0.13 -0.2812
H 2.41 -1.40 4.21 0.0939
H -0.08 -2.97 -3.79 0.1006
H -6.98 0.25 -3.88 0.0705
O -2.15 -2.79 0.54 -0.1007
C 3.11 5.13 2.10 -0.0524
H 1.27 -5.55 1.15 0.0942
C -3.14 -2.26 -2.54 -0.2684
C -0.03 1.99 4.58 -0.2957
H -3.98 -3.53 0.96 0.1209
H 0.43 3.87 1.13 0.0606
O -3.58 0.88 2.17 -0.2105
H 3.25 4.21 2.65 0.0529
H -3.40 1.47 4.16 0.0794
C -4.12 1.08 3.45 -0.0847
C -4.93 2.78 -0.75 -0.1906
H -3.90 4.25 -1.93 0.1088
H -1.86 0.43 8.37 0.1006
H -1.36 -3.29 -5.86 0.0747
H -4.66 0.26 -0.99 0.1198
H 2.01 -3.01 -4.63 0.0824
H 0.75 -4.00 -1.72 0.0698
H 5.04 -4.14 -0.25 0.0628
H 3.92 5.85 2.26 0.0731
H 4.47 1.03 3.42 0.0749
H 5.47 -2.55 0.48 0.0602
O -1.96 -1.67 -2.03 -0.2263
C -2.73 -1.41 5.83 -0.0782
H -2.28 -4.76 2.63 0.0743
H 4.81 -0.70 3.23 0.0814
H 1.62 1.19 3.42 0.0669
C 0.27 -5.86 1.48 -0.3326
H 0.31 6.52 1.19 0.0656
H 4.75 3.48 0.60 0.0715
H 2.52 5.64 0.05 0.1277
H 1.56 3.01 3.54 0.0523
C 4.73 -3.36 0.44 -0.0389
C 1.43 2.06 4.05 -0.0433
H 0.44 -7.93 1.17 0.0748
H -3.38 -1.63 -3.41 0.0906
N -3.67 2.09 -0.49 -0.0231
H -1.85 4.79 -0.23 0.0637
H 5.80 -0.13 -0.81 0.1231
O 5.67 0.60 1.77 -0.1830
C -3.79 6.24 -0.35 -0.1196
H 2.46 -5.71 -0.79 0.0911
H -5.54 2.82 0.14 0.1222
H -3.02 1.07 -4.24 0.0341
H 0.10 -7.07 -0.30 0.0565
C 0.18 2.94 -3.22 -0.3482
H -1.97 -3.09 3.25 0.0607
O -2.12 1.99 -3.12 -0.4256
H -4.47 0.17 3.94 0.0849
S 0.24 -0.31 0.33 0.3247
H -0.86 -0.49 6.35 0.1030
C 3.39 -3.19 4.79 -0.0697
H 2.62 -3.73 0.09 0.0820
H 1.38 -2.44 5.26 0.0990
O -0.06 -0.91 1.65 -0.3285
H 4.93 5.12 -0.08 0.0758
H 3.17 4.99 -3.85 0.0915
H -5.24 1.78 -4.56 0.1122
H -2.09 0.65 6.28 0.0855
C -1.36 3.22 -3.21 -0.2799
C 4.08 4.43 -3.64 -0.0985
C 1.60 -2.03 -4.64 -0.0354
O 1.38 -3.09 3.40 -0.1013
H -3.06 6.25 -1.16 0.0905
H 0.75 3.83 -2.90 0.0826
H -3.93 -4.22 -2.85 0.0644
C 2.08 -2.41 4.43 -0.2756
C -5.00 0.87 -4.01 -0.3180
Na -1.90 2.07 1.33 0.3564
H -5.61 4.62 -1.59 0.1312
C -0.86 5.02 0.10 -0.2847
O -3.73 0.40 -4.47 -0.1477
H -3.93 -2.13 -1.78 0.1070
H -0.41 -5.05 1.16 0.1014
H 3.82 1.18 1.06 0.0941
C 5.07 0.66 -0.61 -0.1795
H 6.11 0.39 3.75 0.0873
C -3.17 -2.99 1.48 -0.2811
H -2.37 -3.92 -3.69 0.0577
C 4.60 0.45 0.84 -0.2276
H -0.27 -2.17 -6.69 0.0848
C 4.27 4.26 -0.01 -0.0576
C -0.15 -7.13 0.77 -0.0742
C 5.24 0.32 3.11 -0.0816
H -4.92 -0.48 1.36 0.0987
H -2.56 -2.45 6.13 0.0812
C 2.89 4.74 0.60 -0.5547
H -6.12 -0.41 -5.35 0.0865
O 2.24 -6.86 -2.51 -0.0905
H -0.47 2.98 4.77 0.1265
C -6.07 -0.16 -4.29 -0.0750
O 3.00 -2.12 -1.08 -0.1194
H 2.94 -2.25 0.99 0.0842
C -4.58 0.50 1.19 -0.1647
C -1.94 -0.36 6.60 -0.3463
H 0.11 -5.58 -1.59 0.0419
H -5.87 -1.07 -3.77 0.0499
H -3.14 0.03 -0.23 0.0745
H 1.69 -1.47 -3.73 0.0733
H -0.42 0.53 3.40 0.0648
H 5.56 1.67 -0.58 0.1072
H -1.62 -2.13 -1.23 0.0573
C 4.53 0.84 -3.07 -0.1668
O -0.82 1.38 3.61 -0.0810
H -5.47 1.06 1.35 0.1036
H -4.94 1.17 -2.96 0.0674
H 5.28 0.07 -3.32 0.1308
C -0.34 -2.93 -5.93 -0.0521
O 0.52 1.81 -2.43 -0.5119
O 0.37 -1.32 -0.77 -0.4031
H 3.25 -4.16 5.24 0.0662
H 4.02 3.81 -0.99 0.0222
H 4.55 -3.74 1.45 0.0642
H 4.07 -3.28 3.96 0.0459
H 0.33 -3.75 -6.31 0.1055
H -4.98 1.71 3.41 0.0868
H 2.05 -1.94 -1.05 0.0123
H -0.02 1.39 5.51 0.0921
H 4.61 4.81 -2.77 0.0719
C 2.25 -5.59 -1.86 -0.2922
H 2.15 2.05 4.86 0.0695
H 3.93 -2.67 5.59 0.0680
H 1.79 -1.40 -5.50 0.0949
H -3.64 -2.02 1.71 0.0902
O -4.16 4.91 -0.03 -0.1948
C 4.84 2.31 -3.32 -0.2531
O 1.42 0.53 0.27 -0.4258
N 4.05 0.74 -1.66 -0.0859
C -2.96 -3.78 -2.78 -0.0408
H 0.54 2.78 -4.26 0.1022
H -0.12 4.85 -0.71 0.1032
H -1.36 -0.90 -4.99 0.0698
O 3.65 3.08 -3.40 -0.2279
C 0.16 -2.33 -4.65 -0.4608
C 0.84 -5.01 -2.16 -0.0629
H 1.04 -2.51 2.70 0.0564
H -2.48 -4.31 -1.92 0.0858
H -3.41 6.82 0.49 0.0818
H -4.72 6.75 -0.61 0.0896
C -2.68 -3.74 2.73 -0.0540
C -4.67 4.20 -1.18 -0.1822
H -0.72 7.17 -0.06 0.0723
H 3.72 0.58 -3.75 0.1168
O 1.95 3.73 0.55 -0.3829
O -2.22 -0.39 7.97 -0.0664
H 3.53 -0.14 -1.56 0.0717
H -1.62 3.91 -4.02 0.1064
H -1.41 6.58 1.48 0.0729
O -0.97 0.45 -0.17 -0.4662
H 3.12 -7.23 -2.43 0.0808
C -3.99 0.66 -0.20 -0.1786
H -5.45 2.22 -1.52 0.0940
H -3.82 -1.37 5.97 0.0767
H 2.24 5.63 2.51 0.0602
H 0.54 -5.05 -3.21 0.0757
H -3.08 2.15 -1.33 0.0767
```



No. 2
C3H3O2Yb | ωB97M-V with the def2-TZVPD basis set

Results
Charge = +3
Multiplicity = 3
Orbital gap (spin up / spin down) = 9.114 / 5.831 eV
E_HOMO (spin up / spin down) = -0.868 / -0.868 hartree

The geometry in XYZ format:
```
9
Properties=species:S:1:pos:R:3:lowdin_spin:R:1
Yb -2.88 2.79 -1.16 0.0021
C 0.60 -0.44 -0.36 0.4944
H 2.37 -0.73 0.79 0.0288
H 0.80 -1.23 1.65 0.0249
C -0.71 0.26 -0.19 0.1312
C 1.28 -0.79 0.77 0.3767
O -1.22 -0.35 0.76 0.8842
H 0.89 -0.72 -1.38 0.0313
O -1.13 1.21 -0.87 0.0263
```



No. 3
C9H24F7HfN10O27S5 | ωB97M-V with the def2-TZVPD basis set

Results
Charge = +2
Multiplicity = 2
Orbital gap (spin up / spin down) = 4.506 / 3.348 eV
E_HOMO (spin up / spin down) = -0.524 / -0.524 hartree

The geometry in XYZ format:
```
83
Properties=species:S:1:pos:R:3:lowdin_spin:R:1
N 0.30 -0.16 -0.80 0.0003
O -2.17 -4.67 -5.47 0.0000
H -1.77 2.72 -5.56 0.0000
N -1.58 2.93 -0.39 0.0000
O -0.81 -2.64 -1.04 0.0000
S 3.85 -0.01 1.60 0.0083
H -3.88 0.10 2.89 0.0000
H 0.30 3.30 6.17 0.0000
H -5.41 -3.92 1.21 0.0000
H -3.18 -5.48 -3.45 0.0000
O -2.55 -3.04 1.94 0.0000
N 4.90 1.03 2.46 0.4057
N 2.40 -1.16 -4.31 0.0000
H 3.72 -4.66 -0.44 0.0000
H -3.52 -3.71 -3.28 0.0000
H 0.37 -1.03 -5.04 0.0000
H -2.19 -4.38 -2.34 0.0000
O 1.89 2.46 4.13 -0.0001
N 0.81 2.07 4.55 0.0000
N -1.04 1.80 -3.75 0.0000
H -0.21 1.74 -5.60 0.0000
C -2.76 -4.49 -3.26 0.0000
H -5.16 -2.15 1.43 0.0000
O -2.03 2.00 -3.07 0.0000
C -2.31 4.12 -0.70 0.0000
H 3.25 -3.42 0.81 0.0000
O 0.73 -1.45 1.50 -0.0001
O 0.02 1.53 3.82 0.0001
O 6.47 0.39 0.57 0.1935
N -3.12 -0.22 4.70 0.0000
O -2.11 0.16 5.35 0.0000
F 1.28 5.72 2.68 0.0000
F -0.01 4.11 1.98 0.0001
F 0.45 5.72 0.58 0.0002
H -0.33 1.65 6.31 0.0000
H 1.63 -0.87 -6.25 0.0000
H 2.10 -4.61 0.39 0.0000
O 0.08 1.50 -3.33 0.0000
F 0.44 0.97 1.37 0.0000
O 4.06 -1.41 1.56 0.0004
H -4.79 -3.22 2.72 0.0000
O 2.17 -0.46 -3.34 0.0000
H -1.89 1.02 -5.43 0.0000
C -4.76 -3.15 1.63 0.0000
O -0.47 2.68 -0.90 0.0000
O -2.16 -0.54 -1.53 0.0001
O 3.14 3.43 2.19 0.0064
O 3.41 4.95 0.30 0.0001
N -3.39 -3.39 1.12 0.0000
H -4.66 1.07 4.29 0.0000
O -3.22 -3.72 -0.07 0.0000
F -0.26 -1.10 -2.67 0.0000
H -3.09 3.69 -1.34 0.0000
H -1.72 4.81 -1.30 0.0000
S 6.18 0.33 1.99 -0.0392
O 2.47 -1.94 -0.85 0.0001
S -0.17 -0.50 0.89 0.0000
O -1.96 2.17 0.48 0.0000
C -1.22 1.85 -5.21 0.0000
Hf 1.84 1.23 -1.54 -0.0001
F 2.69 0.09 2.73 0.0056
O -1.38 -3.01 -4.34 0.0000
H -3.19 1.60 3.49 0.0000
C 2.93 -4.03 -0.03 0.0000
N 2.41 -3.11 -1.09 0.0000
O 2.12 -3.59 -2.17 0.0000
C 0.53 2.25 5.99 0.0000
O -3.68 -1.33 4.89 0.0000
S 2.54 3.98 0.96 0.0003
H 1.39 -2.45 -5.58 0.0000
N -2.00 -4.03 -4.41 0.0000
H -2.76 4.52 0.21 0.0000
O 2.02 2.93 0.03 -0.0001
C 1.35 -1.39 -5.34 0.0000
O 3.54 -1.59 -4.66 0.0000
C 0.95 5.00 1.59 0.0003
C -3.76 0.72 3.78 0.0000
F 7.24 1.44 2.60 -0.0083
O 6.59 -0.84 2.77 0.4134
S -0.93 -1.19 -1.18 0.0000
O -1.49 -0.28 1.39 0.0000
H 1.46 2.00 6.50 0.0000
O 3.04 0.54 0.48 0.0130
```



No. 4
C12H23N3O6 | ωB97M-V with the def2-TZVPD basis set

Results
Structure (SMILES) = CNC(=O)[C@@H](NC(C)=O)[C@@H](C)O.O=C(O)[C@H]1NCC[C@H]1O
Orbital gap = 9.000 eV
E_HOMO = -0.318 hartree

The geometry in XYZ format:
```
44
Properties=species:S:1:pos:R:3:nbo_charge:R:1
C -4.71 2.32 2.36 -0.4160
H 5.50 -1.27 -3.06 0.4741
H 3.58 0.63 0.63 0.1747
C 2.02 -2.65 -2.23 0.7977
C -2.97 1.39 0.86 0.6550
H 2.01 -1.00 0.33 0.3948
H 1.23 -4.30 -1.88 0.4990
C 3.70 -0.69 -2.42 0.1027
H -4.06 -1.26 1.55 0.2261
H -3.15 0.94 2.82 0.3962
C -2.59 -1.75 0.07 0.6774
H -1.48 0.14 1.75 0.2002
H 3.56 1.30 -1.62 0.1933
C 3.89 -0.16 -0.07 -0.2204
O -3.37 2.04 -0.10 -0.6266
O 0.64 0.61 0.46 -0.7296
H 4.78 -0.65 0.33 0.1930
H -2.51 -1.88 2.21 0.2156
O 4.76 -1.65 -2.57 -0.7232
H -4.87 2.37 3.44 0.2088
N -1.90 -0.63 -0.15 -0.5965
C -0.53 1.37 0.30 0.1058
H -0.21 2.40 2.17 0.2118
C -0.30 2.64 1.11 -0.6317
H -3.66 -2.98 1.44 0.2514
H -0.65 1.63 -0.76 0.1792
H 5.21 0.65 -1.59 0.2176
N -3.54 1.48 2.07 -0.6030
N 2.83 -1.16 -0.26 -0.6323
C -3.25 -1.97 1.42 -0.7188
H -1.13 3.33 0.97 0.2275
H 3.43 -0.29 -3.40 0.1860
H -4.54 3.33 1.98 0.2188
O 2.05 -2.85 -3.43 -0.5998
O 1.48 -3.53 -1.35 -0.6634
C 4.16 0.40 -1.46 -0.4335
H -1.48 -0.57 -1.07 0.4140
H -5.59 1.90 1.88 0.2091
C -1.72 0.52 0.76 -0.1371
O -2.69 -2.60 -0.79 -0.6195
H 1.62 -0.59 -1.90 0.2051
H 0.61 3.14 0.77 0.2110
C 2.47 -1.26 -1.70 -0.1683
H 1.38 1.15 0.15 0.4740
```



No. 5
C4H13N | ωB97M-V with the def2-TZVPD basis set

Results
Structure (SMILES) = CCC.CN
Orbital gap = 10.286 eV
E_HOMO = -0.338 hartree

The geometry in XYZ format:
```
18
Properties=species:S:1:pos:R:3:nbo_charge:R:1
C 0.29 -1.51 -0.62 -0.4083
C -0.77 -0.47 -0.97 -0.6173
H -0.49 -3.60 0.00 0.2086
H 0.60 1.01 1.97 0.2006
H 0.84 -1.34 0.39 0.1951
H -0.30 2.72 2.51 0.1892
H -0.48 0.21 -1.80 0.2014
H -1.66 -0.82 -1.33 0.2038
H 0.53 2.01 -0.23 0.3519
C 0.51 2.15 1.85 -0.4235
H 0.57 -3.58 -1.28 0.2054
C -0.21 -2.94 -0.90 -0.6089
N 0.06 2.55 0.54 -0.8370
H -0.93 0.07 0.02 0.2203
H 1.47 2.59 2.31 0.1671
H -0.93 -2.85 -1.63 0.2019
H 1.06 -1.28 -1.30 0.1969
H 0.41 3.57 0.35 0.3528
```



No. 6
C4H8N2O | ωB97M-V with the def2-TZVPD basis set

Results
Orbital gap = 9.189 eV
E_HOMO = -0.312 hartree

The geometry in XYZ format:
```
15
Properties=species:S:1:pos:R:3:nbo_charge:R:1
C 1.14 0.88 0.21 -0.5047
C -0.67 -2.22 0.29 -0.1566
H 2.20 0.27 -1.60 0.1931
O -1.45 1.47 1.04 -0.7021
H 0.01 -2.95 0.73 0.1632
H -1.30 0.91 -0.96 0.1877
H 0.86 0.42 1.15 0.2220
H -1.70 0.59 1.35 0.4743
H 1.76 1.76 0.33 0.2207
N 0.88 -1.15 -1.04 -0.2434
C -0.75 1.37 -0.14 -0.0054
H -1.74 -2.36 0.45 0.1796
H -0.47 2.37 -0.47 0.1684
C 1.52 -0.04 -0.82 0.0257
N -0.30 -1.32 -0.53 -0.2225
```



No. 7
C5H8O | ωB97M-V with the def2-TZVPD basis set

Results
Orbital gap = 8.867 eV
E_HOMO = -0.290 hartree

The geometry in XYZ format:
```
14
Properties=species:S:1:pos:R:3:nbo_charge:R:1
C 0.98 -0.24 -1.05 -0.3541
C 1.21 -0.61 0.76 -0.0474
H 2.28 -0.55 0.74 0.2149
H -2.11 0.54 0.76 0.2279
H 0.93 1.97 -0.78 0.2181
C 0.31 1.10 -0.96 -0.4703
H 0.80 -1.53 1.20 0.1877
O 0.62 0.51 1.39 -0.4946
H -0.56 1.29 -1.59 0.2258
H -1.47 -1.08 1.10 0.2210
C -1.46 -0.25 0.38 -0.6331
C -0.11 0.33 0.21 0.3041
H 0.35 -0.96 -1.59 0.1771
H -1.84 -0.61 -0.58 0.2231
```



No. 8
C4H33N2O14 | ωB97M-V with the def2-TZVPD basis set

Results
Charge = -1
Orbital gap = 9.552 eV
E_HOMO = -0.250 hartree

The geometry in XYZ format:
```
53
Properties=species:S:1:pos:R:3:nbo_charge:R:1
H 4.28 1.09 -0.52 0.3680
H 2.94 -1.40 -1.50 0.5013
H -0.54 -1.21 2.75 0.4864
H -0.92 3.81 -1.68 0.4538
H -3.92 -0.25 -1.49 0.4900
C 0.17 0.38 -0.85 -0.2300
N -0.24 1.09 0.41 -0.7251
H 0.23 -0.16 3.50 0.4625
O -1.07 1.20 2.52 -0.7606
O 2.80 -2.53 1.27 -0.9787
O -4.03 0.81 0.22 -0.9626
H -1.66 0.99 -3.99 0.4702
H -0.76 0.11 -1.43 0.2010
H 2.60 -2.37 -0.36 0.5111
H 0.85 -0.49 -0.57 0.1939
C 2.27 1.87 -0.98 -0.2207
N 3.26 0.74 -0.70 -0.9171
O 2.23 0.45 2.13 -0.9840
H 1.78 -0.24 2.60 0.4925
H 0.37 3.79 2.08 0.4544
O -2.08 -2.10 -0.63 -1.0107
H 1.98 2.35 -0.05 0.1725
H -2.29 0.77 -2.63 0.5071
H 1.28 0.69 -2.68 0.2103
O -2.09 1.49 -3.31 -0.9880
H 0.12 -3.12 -0.01 0.4941
O 0.15 -1.13 3.43 -0.9908
H 1.09 -3.93 -1.83 0.4930
H 0.53 2.32 -2.19 0.2640
O -3.39 -0.52 -2.28 -0.9974
O 0.35 -3.01 1.02 -1.0274
C 1.07 1.36 -1.79 -0.4587
H -3.35 1.47 0.10 0.4817
H 1.87 -2.60 1.59 0.5252
O 0.70 3.08 2.49 -0.9913
H 2.84 2.70 -1.58 0.1898
H 3.17 -1.77 1.62 0.4699
H -2.81 -1.03 -1.67 0.4959
H -1.75 -1.59 0.19 0.5047
O 0.33 -3.34 -1.61 -1.0024
H -1.41 3.01 -2.84 0.5057
O 2.55 -2.23 -1.32 -1.0027
C -0.85 0.46 1.54 0.9180
H -1.25 -2.47 -1.03 0.4926
H 1.05 -2.62 -1.66 0.5088
H -3.63 0.08 0.76 0.4935
H 0.47 1.82 0.65 0.3996
O -1.24 -0.76 1.44 -0.8568
H 1.87 1.25 2.28 0.4828
H -0.06 2.49 2.60 0.4983
H -0.30 -2.29 1.26 0.4916
O -0.81 3.77 -2.60 -0.9744
H 2.89 0.20 0.11 0.3946
```